Run A
Entry from the OMol25 dataset: CHN3O in the gas phase (the ωB97M-V functional and the def2-TZVPD basis).

Structure (XYZ):
```
6
Properties=species:S:1:pos:R:3
N -0.1787 -1.1701 -0.7212
C -0.4900 -0.2837 0.0566
N -0.5118 0.7488 0.7514
N 0.7642 1.4143 0.4609
O 1.4851 0.8965 -0.3251
H -1.0688 -1.6058 -0.2226
```

The value obtained for the HOMO-LUMO gap is 10.14 eV. The HOMO energy comes out at -10.55 eV. The molar mass is 71.04 g mol⁻¹. As for the SMILES: N=C=NN=O. The calculation puts the LUMO energy at -0.4 eV.

Which charges does natural (NBO) predict for the atoms? In e, they are: -0.566 0.618 -0.497 0.311 -0.281 0.414

---

Run B
Entry from the OMol25 dataset: CHN3O in the gas phase (the ωB97M-V functional and the def2-TZVPD basis).

Structure (XYZ):
```
6
Properties=species:S:1:pos:R:3
O -0.1533 0.4536 0.1794
N -1.0554 -0.6041 0.1591
C -2.4324 -0.0630 0.1091
N -3.7549 -0.4621 0.0804
N -3.5237 0.7698 0.0585
H 0.7197 0.0353 0.1624
```

The value obtained for the HOMO-LUMO gap is 8.39 eV. The HOMO energy comes out at -9.18 eV. The molar mass is 71.04 g mol⁻¹. As for the SMILES: ON=c1nn1. The calculation puts the LUMO energy at -0.8 eV.

Which charges does natural (NBO) predict for the atoms? In e, they are: -0.568 -0.179 0.335 -0.021 -0.045 0.478

---

Stability check: which of them is most stable? run A.